C31H41BFN12O3PTi as an isolated structure. Source: the OMol25 dataset; level of theory: wB97M-V/def2-TZVPD.

Summary:
Kohn-Sham gap (spin up / spin down) (eV): 7.595 / 8.365
Spin multiplicity: 2
Lowest unoccupied orbital energy (spin up / spin down) (eV): -6.6682 / -6.7166
⟨S²⟩: 0.75
Net charge: +3

Last column: Löwdin spin population.
Element x y z (Å)
Ti (-1.74, -1.31, 0.29)  0.934
C (-0.75, -1.22, 4.41)  0.002
C (-0.31, -1.51, 3.12)  0.008
N (-1.36, -1.68, 2.31)  -0.003
N (-2.48, -1.48, 3.05)  0.000
C (-2.13, -1.21, 4.31)  0.010
B (-3.90, -1.62, 2.44)  0.000
N (-4.19, -0.43, 1.47)  0.001
C (-5.07, 0.57, 1.62)  0.008
C (-5.07, 1.33, 0.46)  0.002
C (-4.13, 0.72, -0.36)  0.006
N (-3.61, -0.35, 0.24)  -0.004
N (-3.92, -2.91, 1.59)  0.000
C (-4.80, -3.92, 1.55)  0.012
C (-4.48, -4.73, 0.48)  0.002
C (-3.37, -4.12, -0.11)  0.010
N (-3.04, -3.03, 0.57)  0.000
H (-0.15, -1.06, 5.29)  0.000
H (0.70, -1.61, 2.75)  0.000
H (-2.89, -1.04, 5.06)  0.001
H (-4.71, -1.64, 3.31)  0.000
H (-5.65, 0.65, 2.52)  0.000
H (-5.68, 2.19, 0.24)  0.000
H (-3.82, 0.99, -1.36)  0.000
H (-5.59, -3.99, 2.28)  0.001
H (-4.99, -5.63, 0.17)  0.000
H (-2.80, -4.42, -0.97)  0.000
C (3.31, 3.61, -2.87)  0.000
C (3.51, 3.07, -1.46)  0.000
N (2.28, 2.48, -0.91)  0.002
C (2.09, 1.16, -1.01)  0.000
C (0.97, 0.50, -0.58)  0.002
C (0.86, -0.96, -0.83)  0.000
O (1.80, -1.70, -0.88)  0.001
O (-0.42, -1.34, -1.01)  -0.009
C (-0.05, 1.22, 0.10)  0.005
O (-1.06, 0.68, 0.61)  0.004
C (0.11, 2.66, 0.15)  0.000
C (-0.88, 3.46, 0.72)  0.001
C (-0.72, 4.81, 0.81)  0.000
F (-1.68, 5.53, 1.41)  0.000
C (0.43, 5.46, 0.32)  0.001
C (1.41, 4.67, -0.27)  0.000
C (1.28, 3.28, -0.35)  0.001
N (0.62, 6.85, 0.39)  0.000
C (-0.49, 7.76, 0.66)  0.000
C (-0.01, 9.21, 0.45)  0.000
N (1.13, 9.21, -0.52)  0.000
C (2.34, 8.54, 0.07)  0.000
C (1.87, 7.37, 0.94)  0.000
H (4.24, 4.05, -3.23)  0.000
H (2.53, 4.38, -2.90)  0.000
H (3.02, 2.82, -3.55)  0.000
H (3.86, 3.83, -0.77)  0.000
H (4.26, 2.28, -1.46)  0.000
H (2.89, 0.60, -1.47)  0.000
H (-1.77, 3.00, 1.13)  0.000
H (2.27, 5.16, -0.69)  0.000
H (-0.88, 7.69, 1.67)  0.000
H (-1.31, 7.54, -0.03)  0.000
H (0.37, 9.65, 1.37)  0.000
H (-0.81, 9.84, 0.06)  0.000
H (1.35, 10.16, -0.81)  0.000
H (0.85, 8.70, -1.36)  0.000
H (2.88, 9.29, 0.65)  0.000
H (2.97, 8.22, -0.76)  0.000
H (1.73, 7.69, 1.98)  0.000
H (2.64, 6.60, 0.96)  0.000
C (1.60, -8.36, -0.94)  0.000
N (1.19, -7.77, -2.30)  0.000
C (2.43, -7.11, -2.92)  0.000
N (2.98, -6.14, -2.03)  0.000
C (3.32, -6.76, -0.76)  0.000
N (2.16, -7.36, -0.11)  0.000
C (1.19, -6.36, 0.33)  0.000
P (0.49, -5.34, -1.06)  0.000
C (0.06, -6.79, -2.15)  0.000
C (2.12, -4.96, -1.87)  0.000
H (2.32, -9.15, -1.16)  0.000
H (0.70, -8.80, -0.50)  0.000
H (0.89, -8.53, -2.91)  0.000
H (2.12, -6.66, -3.86)  0.000
H (3.14, -7.91, -3.10)  0.000
H (3.75, -6.00, -0.10)  0.000
H (4.07, -7.53, -0.93)  0.000
H (1.67, -5.70, 1.05)  0.000
H (0.37, -6.86, 0.86)  0.000
H (-0.21, -6.44, -3.15)  0.000
H (-0.79, -7.32, -1.74)  0.000
H (2.64, -4.22, -1.26)  0.000
H (1.95, -4.50, -2.84)  0.000

C31H41BN5O2SScSe as an isolated structure. Source: the OMol25 dataset; level of theory: wB97M-V/def2-TZVPD.

Summary:
Kohn-Sham gap (eV): 5.875
Lowest unoccupied orbital energy (eV): 4.2475
Net charge: -2

Last column: Löwdin charge in e.
Element x y z (Å)
Sc (-0.59, 0.23, -0.66)  0.899
C (-0.25, -1.49, 0.98)  -0.199
C (1.18, -1.56, 0.83)  -0.157
C (1.73, -0.74, 1.85)  -0.141
C (0.65, -0.20, 2.59)  -0.045
C (-0.57, -0.67, 2.10)  -0.257
C (-1.93, -0.47, 2.74)  -0.554
C (-2.97, -0.08, 1.69)  -0.081
C (-2.37, -1.78, 3.40)  -0.051
C (-1.87, 0.63, 3.80)  -0.056
C (3.15, -0.36, 2.29)  -0.516
C (3.56, -1.25, 3.47)  -0.054
C (3.18, 1.11, 2.78)  -0.056
C (4.24, -0.44, 1.22)  -0.058
C (1.81, -2.62, -0.08)  -0.513
C (2.66, -2.08, -1.24)  -0.047
C (0.72, -3.48, -0.74)  -0.071
C (2.65, -3.60, 0.77)  -0.056
H (-0.92, -2.23, 0.58)  0.079
H (0.75, 0.50, 3.40)  0.098
H (-3.05, -0.83, 0.91)  0.014
H (-2.76, 0.89, 1.22)  0.040
H (-3.97, 0.02, 2.13)  0.093
H (-2.51, -2.56, 2.65)  0.080
H (-3.32, -1.64, 3.93)  0.077
H (-1.61, -2.12, 4.11)  0.081
H (-1.54, 1.58, 3.36)  0.080
H (-1.18, 0.37, 4.61)  0.076
H (-2.86, 0.79, 4.23)  0.084
H (2.84, -1.15, 4.28)  0.080
H (4.55, -0.97, 3.85)  0.075
H (3.58, -2.30, 3.18)  0.065
H (2.66, 1.22, 3.73)  0.072
H (2.70, 1.77, 2.05)  0.071
H (4.21, 1.43, 2.92)  0.076
H (4.41, -1.46, 0.86)  0.052
H (5.19, -0.09, 1.64)  0.077
H (4.00, 0.19, 0.36)  0.065
H (2.02, -1.57, -1.97)  0.065
H (3.16, -2.91, -1.75)  0.082
H (3.42, -1.37, -0.91)  0.044
H (0.01, -2.87, -1.32)  0.060
H (0.15, -4.05, -0.01)  0.088
H (1.19, -4.19, -1.43)  0.081
H (3.60, -3.18, 1.08)  0.050
H (2.86, -4.51, 0.19)  0.074
H (2.10, -3.88, 1.67)  0.090
B (-0.15, 2.98, 0.70)  -0.425
N (1.25, 2.67, 0.10)  -0.072
C (2.34, 3.42, -0.12)  -0.101
C (3.16, 2.76, -1.02)  -0.064
C (2.46, 1.59, -1.32)  -0.134
N (1.33, 1.53, -0.63)  0.008
N (-1.07, 3.27, -0.51)  -0.066
C (-1.45, 4.40, -1.10)  -0.087
C (-2.09, 4.09, -2.29)  -0.065
C (-2.05, 2.69, -2.34)  -0.133
N (-1.44, 2.21, -1.26)  -0.031
H (-0.10, 3.91, 1.45)  0.081
H (-0.54, 1.95, 1.20)  0.060
H (2.44, 4.37, 0.38)  0.116
H (4.11, 3.09, -1.41)  0.082
H (2.70, 0.79, -2.01)  0.107
H (-1.26, 5.35, -0.63)  0.119
H (-2.55, 4.76, -2.99)  0.089
H (-2.47, 2.01, -3.07)  0.118
O (0.55, 0.76, -4.31)  0.053
C (-0.18, 0.07, -3.62)  -0.580
O (0.12, -0.31, -2.41)  -0.194
C (-1.48, -0.47, -4.14)  -0.159
C (-1.64, -0.42, -5.53)  -0.046
C (-2.77, -0.92, -6.15)  -0.115
C (-3.77, -1.49, -5.36)  -0.112
C (-3.63, -1.53, -3.99)  -0.142
C (-2.49, -1.02, -3.33)  -0.575
S (-2.55, -1.13, -1.58)  0.669
H (-0.84, 0.04, -6.10)  0.107
H (-2.87, -0.87, -7.23)  0.084
H (-4.67, -1.89, -5.82)  0.091
H (-4.42, -1.95, -3.38)  0.087
Se (-4.89, 2.91, 0.04)  0.282
C (-6.40, 2.35, 0.94)  -1.030
N (-7.35, 2.00, 1.51)  -0.074

Maximum force, record by record: 0.812 0.491 eV Å⁻¹
Energy above the lowest of the compared OMol25 structures with the same formula, charge and spin, record by record: 25.4 24.2 kcal/mol